{
  "formula": "C3H11NS",
  "method": "the ωB97M-V functional and the def2-TZVPD basis",
  "e_above_lowest_ev": 1.2856,
  "homo_lumo_gap_ev": 9.336,
  "spin_multiplicity": 1,
  "smiles": "CNC.CS",
  "elements": ["C", "N", "C", "H", "H", "H", "H", "H", "H", "H", "C", "S", "H", "H", "H", "H"],
  "xyz": [[-1.37200, -2.60971, 1.74493], [-0.56940, -3.58686, 1.04849], [0.63733, -3.27499, 0.23872], [-2.29333, -3.09093, 2.06838], [-0.91636, -2.13024, 2.61569], [-1.63588, -1.85268, 1.01725], [-0.27224, -4.32945, 1.66171], [1.35886, -3.91070, 0.74431], [0.83291, -2.20230, 0.20040], [0.55307, -3.63560, -0.78810], [0.36424, 4.68078, -1.55780], [1.26281, 6.30442, -1.39255], [1.13562, 3.96604, -1.28528], [-0.54425, 4.55175, -0.99955], [0.13764, 4.53542, -2.60900], [1.32096, 6.58502, -2.70759]]
}



{
  "formula": "C24H36CaClO16",
  "method": "the ωB97M-V functional and the def2-TZVPD basis",
  "e_above_lowest_ev": 1.3409,
  "homo_lumo_gap_ev": 3.458,
  "spin_multiplicity": 1,
  "charge": 1,
  "elements": ["Ca", "Cl", "O", "O", "O", "O", "O", "C", "O", "C", "C", "C", "H", "H", "H", "H", "H", "H", "O", "C", "O", "C", "C", "C", "H", "H", "H", "H", "H", "H", "O", "C", "O", "C", "C", "C", "H", "H", "H", "H", "H", "H", "O", "C", "O", "C", "C", "C", "H", "H", "H", "H", "H", "H", "O", "C", "O", "C", "C", "C", "H", "H", "H", "H", "H", "H", "O", "C", "O", "C", "C", "C", "H", "H", "H", "H", "H", "H"],
  "xyz": [[-1.84438, -18.48190, -12.24789], [-6.14254, -17.75072, -15.21756], [-4.68200, -17.61607, -15.02718], [-6.37686, -18.61902, -16.31702], [-6.76668, -18.21267, -14.06346], [-6.58835, -16.43003, -15.51787], [-3.50858, -21.83840, -13.47300], [-4.08563, -22.86519, -13.62181], [-3.59987, -24.05714, -13.24357], [-4.53671, -25.06595, -13.34974], [-5.96070, -24.34588, -13.49100], [-5.46918, -23.01352, -14.09613], [-4.58514, -25.69301, -12.45949], [-4.30503, -25.64270, -14.24516], [-6.49007, -24.18430, -12.55197], [-6.73551, -24.76487, -14.13305], [-6.02569, -22.10223, -13.87714], [-5.34842, -23.26325, -15.15025], [-11.10786, -21.94942, -22.06097], [-9.95404, -21.65917, -21.70897], [-9.55223, -20.35607, -21.49859], [-8.09404, -20.18318, -21.38554], [-7.65285, -21.37351, -22.15554], [-8.74314, -22.49546, -21.85664], [-7.64733, -20.17658, -20.39131], [-7.89803, -19.25765, -21.92691], [-6.59368, -21.51691, -21.94174], [-7.51628, -20.97043, -23.15902], [-8.81569, -23.12518, -20.96991], [-8.89902, -23.09447, -22.75384], [-4.99339, -19.29632, -10.08917], [-6.04673, -19.56270, -9.48360], [-6.31714, -18.99551, -8.28041], [-7.50045, -19.54127, -7.72269], [-8.24471, -20.23480, -8.91294], [-7.05772, -20.71232, -9.69387], [-8.13746, -18.69645, -7.46076], [-7.28361, -20.23811, -6.91307], [-8.88944, -19.48940, -9.37858], [-8.95172, -20.99812, -8.58800], [-7.15756, -21.03215, -10.73110], [-6.63054, -21.60379, -9.23465], [-10.55129, -23.01941, -12.74933], [-10.78827, -22.79589, -13.92296], [-10.64963, -23.73272, -14.83753], [-11.02309, -23.22576, -16.11133], [-10.71408, -21.71428, -16.05963], [-11.24921, -21.51230, -14.56641], [-12.07682, -23.43687, -16.29348], [-10.57149, -23.58812, -17.03483], [-11.36352, -21.10373, -16.68697], [-9.66456, -21.45748, -16.20342], [-12.33310, -21.52097, -14.45147], [-10.72451, -20.65425, -14.14629], [-3.74747, -15.24541, -11.18705], [-4.72634, -14.59507, -10.79701], [-5.11082, -14.62226, -9.49696], [-6.33397, -13.83978, -9.30190], [-6.12698, -12.73017, -10.41420], [-5.53335, -13.59007, -11.55439], [-6.34709, -13.17181, -8.44066], [-7.19604, -14.50593, -9.26750], [-5.55706, -11.83979, -10.14867], [-7.08264, -12.29166, -10.70147], [-4.88714, -13.11484, -12.29242], [-6.32664, -14.01037, -12.17257], [-0.63433, -15.58103, -19.67298], [-1.49411, -15.96407, -20.44007], [-1.98409, -15.30845, -21.46418], [-3.11520, -15.98028, -22.06284], [-3.09475, -17.40677, -21.56935], [-2.40120, -17.14426, -20.17839], [-2.93055, -15.91085, -23.13484], [-3.99737, -15.43939, -21.72032], [-2.56347, -17.97656, -22.33171], [-4.05994, -17.88701, -21.40850], [-1.82678, -18.00297, -19.83090], [-3.09831, -17.04803, -19.34600]]
}



{
  "formula": "C2H4N2S3",
  "method": "the ωB97M-V functional and the def2-TZVPD basis",
  "e_above_lowest_ev": 3.9266,
  "homo_lumo_gap_ev": [7.300, 7.444],
  "spin_multiplicity": 1,
  "elements": ["C", "C", "N", "N", "S", "S", "S", "H", "H", "H", "H"],
  "xyz": [[0.24230, -1.31447, -0.63420], [-0.18127, 0.84465, 1.07875], [-0.25785, -1.67782, 0.47988], [-0.37619, 0.95791, -0.32437], [1.07361, -1.56471, -1.93075], [-1.11485, -0.60651, 1.57062], [0.83246, 1.52523, -1.35644], [0.91130, 0.76905, 1.33580], [-0.71501, 1.69164, 1.31866], [-0.26885, -2.63374, 0.65351], [-0.14564, 2.00877, -2.19146]]
}



{
  "formula": "C15H23MgN4S5",
  "method": "the ωB97M-V functional and the def2-TZVPD basis",
  "homo_lumo_gap_ev": 7.240,
  "spin_multiplicity": 1,
  "charge": 1,
  "elements": ["Mg", "C", "C", "S", "C", "C", "S", "C", "C", "S", "C", "C", "S", "H", "H", "H", "H", "H", "H", "H", "H", "H", "H", "H", "H", "H", "H", "H", "H", "N", "C", "S", "N", "N", "C", "C", "C", "C", "C", "C", "N", "H", "H", "H", "H", "H", "H", "H"],
  "xyz": [[0.70481, 1.07376, -0.54314], [1.40624, -0.76407, 2.78633], [0.27543, 0.11890, 3.26968], [-1.07668, 0.35332, 2.07321], [-1.93786, -1.26716, 2.07987], [-1.92968, -1.91635, 0.70797], [-0.20667, -2.34953, 0.31267], [-0.24211, -2.89514, -1.42294], [1.12195, -2.69102, -2.05468], [1.77988, -0.97262, -1.98941], [3.25092, -1.13906, -0.93527], [2.98867, -1.44080, 0.52866], [2.31398, 0.01256, 1.40349], [1.02653, -1.73395, 2.44273], [2.13744, -0.91782, 3.59979], [0.64724, 1.14083, 3.46945], [-0.16072, -0.27631, 4.20283], [-2.97267, -1.06376, 2.40268], [-1.45360, -1.91311, 2.82866], [-2.30309, -1.21192, -0.05020], [-2.52965, -2.84143, 0.70676], [-1.02288, -2.32735, -1.95322], [-0.50369, -3.96339, -1.43752], [1.08074, -2.93806, -3.13407], [1.88524, -3.33931, -1.58515], [3.77141, -0.16982, -1.02893], [3.88812, -1.91756, -1.38835], [3.94210, -1.70038, 1.02317], [2.28888, -2.27893, 0.64387], [2.54787, 4.39640, 1.32432], [1.80235, 3.61028, 0.54249], [2.58069, 2.73681, -0.69981], [0.48780, 3.61872, 0.78261], [-0.18771, 2.73323, 0.09655], [-1.47457, 2.75352, -0.06774], [-2.00799, 1.80092, -0.99897], [-3.36051, 1.79190, -1.36303], [-3.78348, 0.96895, -2.38845], [-2.84538, 0.16645, -3.04070], [-1.53643, 0.19856, -2.59788], [-1.12727, 0.96390, -1.58781], [3.52960, 4.54406, 1.10328], [2.09711, 4.98556, 2.02963], [-2.11474, 3.51036, 0.39360], [-4.05509, 2.46376, -0.84303], [-4.82999, 0.96315, -2.68832], [-3.12896, -0.47664, -3.88082], [-0.76362, -0.40041, -3.07485]]
}



{
  "formula": "C7H8IO2Si",
  "method": "the ωB97M-V functional and the def2-TZVPD basis",
  "e_above_lowest_ev": 0.0000,
  "homo_lumo_gap_ev": 6.723,
  "spin_multiplicity": 1,
  "charge": -1,
  "elements": ["C", "C", "C", "C", "C", "C", "C", "O", "O", "Si", "I", "H", "H", "H", "H", "H", "H", "H", "H"],
  "xyz": [[-0.88040, -2.43730, -0.07799], [-0.42656, -2.02346, -1.32398], [-0.63433, -1.75276, 1.07754], [0.38977, -0.83327, -1.38674], [-2.37603, 2.86688, 0.73054], [0.12269, -0.63112, 0.98969], [0.60918, -0.10685, -0.22480], [-3.15273, 3.15138, -0.04807], [-1.56613, 2.39495, 1.36052], [1.52980, 1.48071, -0.24906], [3.82868, 0.29955, 1.28829], [-1.66762, -3.25080, -0.16642], [-0.55573, -2.48976, -2.26950], [-0.92888, -1.97858, 2.09299], [0.88157, -0.37623, -2.36363], [0.39395, -0.24439, 1.96015], [0.38453, 1.81096, -1.11661], [2.58460, 1.78433, -1.26818], [1.46367, 2.33576, 0.99526]]
}



{
  "formula": "CHF3N2O",
  "method": "the ωB97M-V functional and the def2-TZVPD basis",
  "e_above_lowest_ev": 3.0582,
  "homo_lumo_gap_ev": 11.850,
  "spin_multiplicity": 1,
  "smiles": "F/N=N\\F.O=CF",
  "elements": ["F", "N", "N", "F", "O", "C", "F", "H"],
  "xyz": [[-0.29701, 1.01581, 0.62165], [0.60071, 1.28016, -0.44758], [1.72282, 1.41885, -0.33603], [2.37268, 1.37890, 0.85932], [0.07067, -1.69154, -0.19422], [-1.04980, -1.27077, -0.25729], [-1.90000, -1.52885, 0.68531], [-1.52006, -0.60256, -0.93116]]
}